{"formula": "C27H28NOPS2SeSr", "method": "ωB97M-V/def2-TZVPD", "e_above_lowest_kcal_mol": 26.64, "homo_lumo_gap_ha": 0.24468, "e_tot_ev": -129136.0018, "e_lumo_ev": -0.3376, "symbols": ["Sr", "O", "C", "C", "C", "C", "C", "C", "N", "H", "H", "H", "H", "H", "H", "H", "C", "C", "C", "C", "C", "C", "Se", "C", "C", "C", "H", "H", "H", "H", "H", "H", "H", "H", "H", "H", "H", "S", "P", "S", "C", "C", "C", "C", "C", "C", "C", "C", "C", "C", "C", "C", "H", "H", "H", "H", "H", "H", "H", "H", "H", "H"], "xyz": [[0.186356, -0.459976, -2.722297], [-0.274368, -1.324030, 1.562161], [0.759296, -2.020435, 2.223660], [1.935905, -2.339142, 1.333974], [3.231036, -2.054810, 1.755843], [4.296871, -2.370116, 0.929915], [4.038718, -2.955198, -0.299283], [2.715346, -3.195652, -0.636172], [1.685843, -2.905841, 0.151922], [-0.717585, -1.940011, 0.953266], [0.386274, -2.956497, 2.655327], [1.094754, -1.383157, 3.041696], [3.395435, -1.580906, 2.715060], [5.312549, -2.153303, 1.235024], [4.837047, -3.213926, -0.980763], [2.457578, -3.653732, -1.586951], [-5.067034, -5.746132, -5.241147], [-4.173780, -4.967730, -4.312449], [-4.425974, -4.899453, -2.950909], [-3.619165, -4.177599, -2.076473], [-3.961700, -4.168750, -0.611173], [-2.509899, -3.476815, -2.567639], [-1.376389, -2.533644, -1.348817], [-2.244493, -3.542425, -3.945010], [-1.076268, -2.826815, -4.552534], [-3.066189, -4.279851, -4.789158], [-5.778622, -6.353067, -4.682132], [-4.486468, -6.410648, -5.883354], [-5.636850, -5.078415, -5.891280], [-5.280654, -5.434034, -2.548832], [-4.829130, -4.796381, -0.415325], [-4.163468, -3.151106, -0.268991], [-3.115104, -4.520048, -0.018004], [-1.240534, -1.751173, -4.485988], [-0.977202, -3.052753, -5.613266], [-0.141000, -3.091986, -4.041143], [-2.832858, -4.318907, -5.849403], [2.832006, 0.652780, -3.834429], [1.504769, 2.072509, -3.460521], [0.949055, 2.273834, -1.579562], [-0.048141, 1.593307, -4.387847], [0.073268, 0.828153, -5.562322], [-1.046689, 0.262111, -6.162846], [-2.302011, 0.417099, -5.586916], [-2.447927, 1.166393, -4.429734], [-1.331129, 1.758128, -3.835487], [1.898612, 3.664005, -4.299027], [0.920788, 4.654641, -4.365626], [1.205569, 5.867045, -4.968011], [2.471917, 6.098065, -5.497845], [3.445525, 5.115585, -5.425118], [3.157449, 3.894866, -4.826725], [1.058448, 0.673806, -5.982208], [-0.913467, -0.312590, -7.070487], [-3.166749, -0.054204, -6.036940], [-3.417916, 1.299728, -3.969042], [-1.429606, 2.315262, -2.907816], [-0.056888, 4.476349, -3.936120], [0.446397, 6.636107, -5.023055], [2.696132, 7.047522, -5.966367], [4.431296, 5.294270, -5.834366], [3.906458, 3.113810, -4.772212]], "forces_ev_per_a": [[0.159, -1.049, 0.992], [-0.034, -0.161, -0.155], [-0.118, -0.013, -0.080], [0.291, 0.047, -0.039], [0.019, -0.009, -0.016], [0.007, -0.016, -0.025], [-0.015, 0.027, 0.040], [-0.064, -0.042, -0.059], [-0.045, 0.231, 0.221], [0.061, 0.126, 0.103], [-0.005, -0.005, 0.025], [-0.014, -0.018, 0.025], [-0.005, -0.002, -0.002], [-0.002, 0.003, 0.003], [-0.008, -0.001, -0.013], [0.039, -0.026, -0.018], [0.025, 0.019, 0.004], [0.017, 0.018, 0.010], [0.003, -0.025, -0.038], [-0.118, -0.024, 0.201], [0.151, 0.104, -0.088], [-0.125, -0.068, -0.187], [-0.055, -0.015, -0.275], [0.037, -0.065, 0.003], [0.128, -0.093, 0.137], [-0.075, -0.008, 0.024], [0.001, -0.002, -0.005], [-0.007, 0.000, 0.001], [-0.003, -0.007, 0.000], [0.006, 0.010, 0.022], [-0.018, -0.002, 0.038], [-0.041, -0.024, 0.002], [-0.044, -0.054, 0.011], [0.002, 0.172, -0.016], [0.044, -0.027, -0.015], [-0.052, 0.008, -0.050], [0.013, 0.002, 0.011], [0.097, -0.289, -0.051], [-0.169, 1.329, -0.885], [-0.117, -0.055, 0.274], [-0.400, -0.279, -0.404], [-0.175, 0.374, 0.142], [0.207, 0.226, 0.052], [-0.097, -0.014, -0.169], [0.275, 0.224, 0.160], [0.264, 0.125, -0.203], [-0.020, -0.341, 0.386], [0.009, -0.054, 0.061], [0.074, 0.013, -0.040], [-0.055, -0.007, 0.022], [-0.006, -0.029, -0.006], [0.127, -0.097, -0.045], [0.016, -0.040, -0.022], [-0.111, -0.043, 0.024], [0.018, -0.008, 0.013], [-0.019, -0.070, -0.045], [-0.027, -0.033, -0.073], [-0.037, 0.024, 0.010], [-0.008, -0.005, 0.007], [-0.007, 0.004, 0.002], [-0.005, 0.000, 0.001], [0.010, 0.033, -0.002]], "nbo_charge": [1.763, -0.722, -0.090, 0.185, -0.246, -0.162, -0.265, 0.030, -0.428, 0.495, 0.178, 0.180, 0.217, 0.218, 0.221, 0.190, -0.623, -0.030, -0.207, -0.071, -0.632, -0.054, -0.625, -0.091, -0.622, -0.219, 0.214, 0.214, 0.214, 0.200, 0.206, 0.227, 0.228, 0.163, 0.221, 0.209, 0.195, -0.690, 1.070, -0.657, -0.456, -0.238, -0.222, -0.145, -0.216, -0.285, -0.398, -0.132, -0.226, -0.192, -0.207, -0.186, 0.254, 0.229, 0.222, 0.234, 0.260, 0.211, 0.218, 0.217, 0.218, 0.237]}